Version w
Molecular formula: C2H11N2Si
Method: DFT, ωB97M-V/def2-TZVPD

Last column: Mulliken charge in e.
Element x y z (Å)
C -0.21 -0.10 -1.76  -0.10
C 0.41 0.22 -0.49  -0.20
N 0.31 -1.07 1.99  -0.82
N -1.21 -0.91 -1.93  -0.21
Si -0.51 1.72 0.26  0.53
H 1.41 0.52 -0.91  0.35
H 0.34 0.27 -2.68  0.36
H 0.33 -0.53 0.30  0.13
H -0.57 -1.37 2.29  0.24
H 0.67 -0.74 2.80  0.22
H -1.30 -1.40 -2.73  0.25
H -1.65 -1.10 -1.07  0.26
H 0.86 -1.88 1.76  0.25
H 0.07 2.93 -0.10  -0.08
H -1.95 1.47 -0.06  -0.08
H -0.33 1.42 1.66  -0.11

Results
E_LUMO ... -4.40 eV
Frontier orbital gap ... 9.912 eV
Total charge ... +1


Version x
Molecular formula: C2H11N2Si
Method: DFT, ωB97M-V/def2-TZVPD

Last column: Mulliken charge in e.
Element x y z (Å)
C 0.25 0.09 0.59  -0.84
C 0.04 -1.30 0.35  0.38
N -1.18 -1.73 -0.16  -0.17
N -2.61 1.13 -0.22  -0.76
Si 4.30 0.61 -0.42  0.15
H 1.24 0.37 0.42  0.06
H -0.45 0.79 0.01  0.39
H 0.08 0.33 1.61  0.32
H -1.61 -2.63 -0.23  0.26
H -1.67 -0.89 -0.32  0.22
H -2.81 0.85 -1.14  0.22
H -3.04 2.00 0.00  0.21
H -3.03 0.48 0.38  0.22
H 5.40 1.03 0.40  -0.04
H 4.39 1.05 -1.84  -0.04
H 0.72 -2.17 0.56  0.41

Results
E_LUMO ... -5.08 eV
Frontier orbital gap ... 5.983 eV
Total charge ... +1


Version y
Molecular formula: C2H11N2Si
Method: DFT, ωB97M-V/def2-TZVPD

Last column: Mulliken charge in e.
Element x y z (Å)
C -0.36 1.15 0.39  -1.34
C 0.40 0.19 -0.48  0.51
N -0.15 -1.00 -0.64  -0.33
N -2.61 -0.90 1.52  -0.83
Si 2.30 0.39 -0.94  0.42
H -0.02 1.00 1.35  0.40
H -0.03 2.08 0.13  0.43
H -1.41 0.92 0.43  0.48
H 0.37 -1.94 -0.79  0.33
H -1.09 -1.10 -0.14  0.23
H -2.19 -1.69 1.93  0.27
H -3.53 -1.34 1.16  0.27
H -2.97 -0.39 2.29  0.27
H 2.08 0.42 -2.37  -0.02
H 2.80 -0.90 -0.49  -0.05
H 2.72 1.63 -0.32  -0.03

Results
E_LUMO ... -4.58 eV
Frontier orbital gap ... 10.251 eV
Total charge ... +1


The winner here is version y, beating the second structure by 0.349 eV.


Version w
Molecular formula: C5H14NO2P
Method: DFT, ωB97M-V/def2-TZVPD

Last column: Mulliken charge in e.
Element x y z (Å)
C -0.53 0.33 2.96  -1.55
C -1.56 0.48 0.67  -1.18
C 0.64 -0.60 1.10  -1.53
C -0.18 0.56 1.46  0.80
C 0.53 0.35 -2.15  -0.10
N -0.67 -0.35 -2.65  -0.58
O 1.56 0.38 -3.05  -0.55
O 1.51 -1.95 -1.18  -0.70
P 1.21 -0.61 -0.70  0.55
H -0.96 -0.64 3.24  0.35
H 0.26 0.59 3.66  0.40
H -1.35 1.12 3.03  0.38
H -1.77 1.40 0.02  0.21
H -2.51 0.36 1.32  0.37
H -1.45 -0.34 -0.04  0.36
H 1.55 -0.69 1.58  0.57
H 0.03 -1.43 1.16  0.51
H 0.48 1.40 1.40  0.42
H 0.34 1.38 -1.86  0.38
H -1.01 0.07 -3.58  0.26
H 1.93 -0.55 -3.02  0.39
H -0.55 -1.34 -2.87  0.26
H 2.48 0.08 -0.49  -0.03

Results
E_LUMO ... 0.90 eV
Frontier orbital gap ... 10.626 eV
Total charge ... 0
SMILES ... CC(C)C[P@@H](=O)[C@H](N)O


Version x
Molecular formula: C5H14NO2P
Method: DFT, ωB97M-V/def2-TZVPD

Last column: Mulliken charge in e.
Element x y z (Å)
C 2.93 2.04 -0.33  -1.22
C 0.36 -3.33 0.37  -1.25
C -2.71 1.11 0.00  -0.71
C 1.48 1.85 0.08  -0.08
C 0.31 -1.83 0.30  0.46
N -3.17 -0.25 -0.23  -0.49
O 0.50 -1.28 -1.00  -0.40
O 1.22 0.58 0.65  -0.21
P 1.76 -0.82 -0.03  -0.10
H 3.08 3.05 -0.70  0.38
H 3.58 1.86 0.52  0.29
H 3.18 1.34 -1.12  0.38
H -0.57 -3.75 0.00  0.31
H 0.51 -3.66 1.40  0.31
H 1.18 -3.71 -0.24  0.34
H -2.28 1.17 1.00  0.27
H -1.93 1.34 -0.72  0.20
H -3.50 1.88 -0.09  0.34
H 0.82 2.00 -0.79  0.20
H 1.20 2.57 0.85  0.28
H -0.51 -1.36 0.84  0.29
H -3.91 -0.48 0.41  0.21
H -3.53 -0.34 -1.17  0.21

Results
E_LUMO ... 1.02 eV
Frontier orbital gap ... 10.104 eV
Total charge ... 0
SMILES ... CCOP1O[C@H]1C.CN


The winner here is version x, beating the second structure by 0.432 eV.


Version w
Molecular formula: C5H14NO
Method: DFT, ωB97M-V/def2-TZVPD

Last column: Mulliken charge in e.
Element x y z (Å)
C 0.24 -1.54 1.07  -0.68
O -0.25 -0.63 0.21  -0.74
C 0.44 -0.96 2.48  -0.56
C 1.44 0.19 2.46  -0.93
H 1.24 -1.94 0.76  0.25
H -0.42 -2.44 1.18  0.25
H 0.72 -1.73 3.20  0.35
H -0.53 -0.57 2.79  0.30
H 1.51 0.70 3.44  0.31
H 1.13 0.88 1.69  0.16
H 2.46 -0.18 2.26  0.25
C -0.90 1.85 -1.66  -0.96
C -0.51 0.76 -2.64  -0.20
N -1.30 -0.44 -2.38  -0.82
H -0.75 1.48 -0.65  0.14
H -0.31 2.76 -1.79  0.32
H -1.97 2.07 -1.76  0.27
H -0.74 1.09 -3.65  0.37
H 0.58 0.57 -2.57  0.24
H -1.01 -1.16 -3.03  0.20
H -1.07 -0.77 -1.42  0.48

Results
E_LUMO ... 4.33 eV
Frontier orbital gap ... 7.156 eV
Total charge ... -1


Version x
Molecular formula: C5H14NO
Method: DFT, ωB97M-V/def2-TZVPD

Last column: Mulliken charge in e.
Element x y z (Å)
C 2.05 0.97 -1.16  -0.52
O 1.18 0.32 -0.33  -0.78
C 1.75 0.68 -2.63  -1.05
H 3.10 0.68 -0.93  0.26
H 1.98 2.07 -1.01  0.19
H 2.50 1.10 -3.31  0.37
H 0.78 1.10 -2.90  0.22
H 1.69 -0.41 -2.75  0.27
C -0.69 -0.64 1.92  -0.49
C -1.60 -0.91 0.73  -0.16
C -2.53 0.26 0.44  -1.25
N 0.54 -1.44 1.79  -0.88
H -1.20 -0.87 2.87  0.43
H -0.50 0.44 1.99  0.26
H -2.06 -1.89 0.83  0.37
H -0.93 -0.98 -0.14  0.11
H -1.89 1.09 0.13  0.29
H -3.13 0.54 1.32  0.31
H -3.22 0.10 -0.39  0.35
H 1.14 -1.23 2.58  0.24
H 1.01 -0.99 0.98  0.46

Results
E_LUMO ... 4.20 eV
Frontier orbital gap ... 6.965 eV
Total charge ... -1


Version y
Molecular formula: C5H14NO
Method: DFT, ωB97M-V/def2-TZVPD

Last column: Mulliken charge in e.
Element x y z (Å)
N -2.57 1.49 -0.14  -0.59
C -2.01 1.07 1.16  -0.55
O -1.36 -0.13 1.14  -0.78
H -2.93 0.65 -0.60  0.18
H -3.36 2.07 0.12  0.28
H -1.27 1.89 1.49  0.15
H -2.91 1.03 1.82  0.30
C -0.22 -0.54 -1.74  -1.25
C 2.64 -0.68 0.98  -1.19
C 1.46 -1.10 0.08  -0.38
C 0.80 0.02 -0.73  -0.07
H 0.29 -1.20 -2.46  0.47
H -0.76 0.24 -2.37  0.29
H -0.98 -1.14 -1.18  0.18
H 2.81 -1.46 1.66  0.37
H 2.40 0.21 1.59  0.28
H 3.56 -0.35 0.34  0.25
H 0.65 -1.48 0.72  0.24
H 1.84 -1.89 -0.58  0.32
H 0.34 0.73 -0.02  -0.02
H 1.59 0.57 -1.27  0.49

Results
E_LUMO ... 4.21 eV
Frontier orbital gap ... 6.646 eV
Total charge ... -1


The winner here is version w, beating the second structure by 0.138 eV.


Version w
Molecular formula: C24H36O18
Method: DFT, ωB97M-V/def2-TZVPD

Last column: Mulliken charge in e.
Element x y z (Å)
C 0.83 -1.87 -3.17  -0.82
C 0.80 -0.69 -4.10  0.89
C 1.91 -0.82 -5.17  -0.40
O 1.30 -0.33 -6.35  -0.38
C -0.05 -0.41 -6.19  0.55
O -0.83 -0.29 -7.08  -0.55
O -0.37 -0.64 -4.90  -0.46
H 0.04 -1.74 -2.42  -0.19
H 1.73 -1.93 -2.56  -0.13
H 0.55 -2.79 -3.67  0.57
H 1.01 0.26 -3.61  0.10
H 2.03 -1.90 -5.31  0.32
H 2.87 -0.40 -4.87  0.34
C 5.50 -4.01 -3.05  -1.53
C 4.38 -3.19 -2.47  0.69
C 4.55 -3.01 -0.95  -0.55
O 4.47 -1.58 -0.74  -0.29
C 4.48 -0.95 -1.92  0.82
O 4.52 0.23 -2.09  -0.54
O 4.46 -1.83 -2.95  -0.39
H 5.31 -5.06 -2.81  0.40
H 6.45 -3.79 -2.57  0.37
H 5.66 -3.92 -4.12  0.35
H 3.37 -3.52 -2.71  0.28
H 5.50 -3.33 -0.54  0.34
H 3.71 -3.43 -0.40  0.23
C -1.68 3.33 -4.11  -1.41
C -2.62 3.08 -2.95  0.40
C -2.61 1.63 -2.47  0.12
O -2.60 1.75 -1.04  -0.27
C -2.18 2.99 -0.70  0.69
O -2.07 3.37 0.42  -0.54
O -2.01 3.74 -1.82  -0.36
H -0.67 3.02 -3.87  0.29
H -1.64 4.40 -4.32  0.36
H -2.02 2.81 -5.01  0.40
H -3.62 3.44 -3.18  0.27
H -1.71 1.13 -2.83  -0.30
H -3.44 0.97 -2.71  0.39
C -5.25 -0.23 5.17  -1.17
C -5.26 0.87 6.21  0.37
C -4.32 0.67 7.38  -0.41
O -3.14 1.36 6.98  -0.34
C -3.47 2.26 6.00  0.63
O -2.71 3.06 5.57  -0.52
O -4.75 2.09 5.61  -0.35
H -5.52 -1.16 5.69  0.37
H -4.23 -0.39 4.82  0.19
H -5.98 -0.11 4.38  0.37
H -6.28 1.10 6.54  0.30
H -4.13 -0.39 7.53  0.29
H -4.68 1.10 8.31  0.28
C -1.85 -0.07 2.27  -0.97
C -1.59 -1.37 1.54  0.25
C -1.22 -1.26 0.06  -0.15
O 0.18 -1.63 0.00  0.08
C 0.57 -2.14 1.18  0.49
O 1.64 -2.62 1.40  -0.57
O -0.38 -1.97 2.11  -0.40
H -1.84 -0.20 3.35  0.29
H -2.77 0.42 1.94  0.40
H -1.01 0.58 2.04  -0.08
H -2.32 -2.16 1.75  0.31
H -1.19 -0.24 -0.30  0.00
H -1.82 -1.97 -0.51  0.39
C 1.63 1.47 3.42  -1.42
C 2.27 2.03 2.16  0.53
C 3.24 1.07 1.43  -0.61
O 2.68 0.96 0.13  -0.03
C 1.51 1.61 0.04  0.21
O 0.81 1.60 -0.92  -0.37
O 1.26 2.29 1.18  -0.37
H 2.30 1.53 4.28  0.43
H 1.37 0.42 3.29  0.25
H 0.72 2.03 3.63  0.36
H 2.74 2.98 2.41  0.29
H 3.30 0.11 1.94  0.31
H 4.20 1.58 1.32  0.34

Results
E_LUMO ... 0.43 eV
Frontier orbital gap ... 11.107 eV
Total charge ... 0
SMILES ... C[C@H]1COC(=O)O1.C[C@H]1COC(=O)O1.C[C@H]1COC(=O)O1.C[C@H]1COC(=O)O1.C[C@H]1COC(=O)O1.C[C@H]1COC(=O)O1


Version x
Molecular formula: C24H36O18
Method: DFT, ωB97M-V/def2-TZVPD

Last column: Mulliken charge in e.
Element x y z (Å)
C -0.65 -5.77 -1.66  -1.16
C -1.38 -6.31 -0.36  0.40
C -1.02 -5.61 0.89  -0.25
O -2.09 -4.69 1.12  -0.34
C -3.19 -5.09 0.42  0.72
O -4.29 -4.59 0.57  -0.58
O -2.79 -5.98 -0.44  -0.39
H -0.50 -4.69 -1.61  0.15
H -1.25 -5.96 -2.55  0.36
H 0.35 -6.18 -1.78  0.37
H -1.20 -7.38 -0.26  0.31
H -0.09 -5.08 0.68  0.15
H -0.87 -6.38 1.65  0.28
C -0.19 1.35 -0.05  -1.18
C 0.18 0.00 0.64  0.68
C -1.02 -1.07 0.81  -0.32
O -0.35 -2.27 0.51  -0.15
C 0.78 -2.06 -0.11  0.55
O 1.54 -2.89 -0.57  -0.54
O 1.07 -0.79 -0.06  -0.43
H 0.78 1.81 -0.25  0.38
H -0.58 2.06 0.68  0.33
H -0.76 1.48 -0.96  0.15
H 0.57 0.24 1.63  0.02
H -1.82 -0.84 0.11  0.19
H -1.46 -1.14 1.80  0.29
C 1.90 5.42 -0.88  -1.28
C 0.40 5.35 -0.62  0.29
C -0.36 6.60 -1.19  -0.50
O -1.35 6.09 -2.04  -0.33
C -1.13 4.77 -2.37  0.61
O -1.76 4.13 -3.15  -0.52
O -0.12 4.29 -1.53  -0.28
H 2.13 5.62 -1.92  0.35
H 2.28 4.43 -0.60  0.32
H 2.29 6.20 -0.22  0.38
H 0.02 4.86 0.28  0.33
H 0.26 7.25 -1.81  0.28
H -0.74 7.27 -0.41  0.34
C -2.81 0.57 -2.58  -1.29
C -3.76 1.60 -3.17  0.65
C -4.00 1.46 -4.66  -0.49
O -5.36 1.17 -4.86  -0.32
C -5.97 1.14 -3.68  0.60
O -7.15 1.14 -3.50  -0.54
O -5.03 1.23 -2.65  -0.40
H -1.81 0.79 -2.95  0.45
H -3.01 -0.46 -2.88  0.40
H -2.81 0.68 -1.49  0.21
H -3.63 2.63 -2.82  0.13
H -3.32 0.71 -5.06  0.33
H -3.65 2.39 -5.11  0.29
C 4.85 -4.38 -0.38  -1.25
C 5.51 -3.28 -1.21  0.46
C 6.88 -2.99 -0.66  -0.41
O 7.75 -3.20 -1.77  -0.33
C 7.13 -3.70 -2.80  0.69
O 7.63 -4.03 -3.88  -0.60
O 5.81 -3.84 -2.49  -0.35
H 3.78 -4.21 -0.48  0.12
H 5.00 -4.31 0.70  0.40
H 5.22 -5.39 -0.59  0.39
H 4.90 -2.38 -1.32  0.30
H 7.11 -3.69 0.15  0.31
H 6.94 -1.92 -0.46  0.29
C -1.13 2.25 4.38  -1.16
C -0.57 3.28 5.42  0.35
C -1.43 3.63 6.61  -0.43
O -0.75 3.07 7.71  -0.34
C 0.45 2.53 7.38  0.68
O 1.26 2.09 8.18  -0.55
O 0.54 2.60 6.05  -0.37
H -0.36 1.98 3.67  0.20
H -1.88 2.82 3.83  0.37
H -1.58 1.44 4.95  0.39
H -0.26 4.21 4.93  0.28
H -2.41 3.22 6.35  0.29
H -1.66 4.68 6.76  0.29

Results
E_LUMO ... -0.38 eV
Frontier orbital gap ... 10.240 eV
Total charge ... 0
SMILES ... C[C@H]1COC(=O)O1.C[C@H]1COC(=O)O1.C[C@H]1COC(=O)O1.C[C@H]1COC(=O)O1.C[C@H]1COC(=O)O1.C[C@H]1COC(=O)O1


The winner here is version w, beating the second structure by 2.789 eV.


Version w
Molecular formula: C4H11P3
Method: DFT, ωB97M-V/def2-TZVPD

Last column: Mulliken charge in e.
Element x y z (Å)
C 2.00 0.68 0.60  0.45
C 2.79 -0.48 0.06  -1.34
C -3.19 -0.75 -0.34  -0.96
C -0.40 -0.48 -0.58  -0.92
P 2.53 1.43 2.02  -0.07
P 0.65 1.27 -0.46  0.01
P -1.94 -0.11 -1.54  0.07
H 2.28 -1.42 0.30  0.29
H 2.86 -0.41 -1.03  0.34
H 3.79 -0.51 0.49  0.43
H -3.02 -0.36 0.66  0.31
H -3.15 -1.84 -0.33  0.29
H -4.18 -0.45 -0.69  0.33
H 0.23 -1.18 -1.13  0.41
H -0.58 -0.83 0.43  0.42
H 1.52 2.40 2.09  -0.04
H -0.14 1.78 0.58  0.01
H -2.07 1.23 -1.12  -0.02

Results
E_LUMO ... 0.06 eV
Frontier orbital gap ... 8.648 eV
Total charge ... 0
SMILES ... [H]/P=C(/C)PCPC


Version x
Molecular formula: C4H11P3
Method: DFT, ωB97M-V/def2-TZVPD

Last column: Mulliken charge in e.
Element x y z (Å)
C 1.71 -0.64 0.83  -1.39
C 0.39 -0.54 -1.39  -1.73
C 0.77 1.56 -0.08  -1.75
C 0.63 0.02 -0.03  1.45
P -2.89 0.83 -0.14  -0.11
P -2.28 -1.38 -0.16  -0.13
P -1.03 0.07 0.87  -0.11
H 2.36 -1.21 0.23  0.35
H 2.34 0.11 1.36  0.32
H 1.33 -1.23 1.67  0.35
H -0.19 -1.43 -1.14  0.46
H 1.34 -0.65 -1.81  0.49
H -0.31 -0.06 -2.05  0.36
H 0.95 1.97 0.88  0.50
H 1.62 1.84 -0.75  0.37
H -0.15 2.00 -0.53  0.43
H -3.56 0.43 1.16  0.08
H -3.04 -1.70 1.09  0.06

Results
E_LUMO ... 0.69 eV
Frontier orbital gap ... 9.029 eV
Total charge ... 0
SMILES ... CC(C)(C)P1[PH]#[PH]1


The winner here is version x, beating the second structure by 0.102 eV.